No. 1
53
Properties=species:S:1:pos:R:3:nbo_charge:R:1 method="wB97M-V/def2-TZVPD" fmax_ha_per_bohr=0.041 total_charge=+1 homo_energy_ev=-12.0
H -2.41340 -3.87163 0.71857 0.182
C 0.12695 2.81183 0.15435 -0.169
C -3.97477 -1.22164 -0.03487 -0.077
H -1.30653 -2.52932 3.47073 0.226
H 3.50085 2.25702 -4.51146 0.531
H 1.49241 4.35639 0.83121 0.255
H 0.03913 -2.80025 1.48148 0.165
C -4.42422 -3.16669 1.22366 -0.430
H 6.08482 2.10724 -0.28077 0.228
H -4.24990 -0.66547 -0.93012 0.195
C 0.96427 1.44350 -1.71483 -0.334
H 1.30020 -2.95388 2.71926 0.196
H -1.29303 0.19145 3.56624 0.226
H -5.79907 -2.35051 -0.22778 0.210
H 0.00474 -1.71910 4.33260 0.210
H -3.54338 -0.52870 0.68458 0.178
C -5.13772 -1.99034 0.56375 -0.432
H 3.12969 3.72765 -0.71875 0.449
C 4.88706 2.43981 -2.06414 -0.807
C -0.47544 -1.83494 3.35809 -0.433
H -1.59683 -0.80667 -1.30821 0.532
H 1.02237 0.56329 2.98516 0.169
H 4.90147 3.49133 -1.71704 0.217
C 0.41618 0.03961 2.23577 -0.065
H 6.03728 0.71874 -1.35557 0.237
H -0.00396 -0.90927 -2.64521 -0.046
C 2.15871 2.21835 -1.65644 -0.017
H -4.00969 -2.85639 2.18685 0.200
N 2.25923 3.20188 -0.75072 -0.406
H 4.62488 1.10082 -0.26820 0.203
H 2.14837 -0.41858 -3.09943 -0.062
O 0.51126 0.75537 -4.34435 -1.042
C 1.29922 3.53336 0.14368 0.053
H 0.24038 0.71230 1.40032 0.153
H -1.59943 -0.59168 2.00814 0.204
C 0.53677 -2.29071 2.31365 -0.069
B 3.45637 2.03341 -2.60648 1.034
O 1.15729 -1.10051 1.79116 -0.549
H -0.65359 3.08153 0.86463 0.281
H -5.06503 -4.03049 1.39171 0.230
C -3.29889 -3.45086 0.23959 -0.065
P 0.84253 0.14016 -3.03690 1.517
O -2.96189 -2.19178 -0.36548 -0.586
C 5.41502 1.50591 -0.91462 -0.602
O 3.33358 1.53204 -3.88785 -0.893
H 5.59849 2.37572 -2.89920 0.259
H -5.72884 -1.39197 1.25491 0.227
C -1.42909 0.96626 -0.68436 0.764
C -0.86866 -0.47098 2.81234 -0.425
O -1.83374 0.08434 -1.64555 -0.705
O -2.11781 1.17832 0.27858 -0.487
H -3.62329 -4.13299 -0.55134 0.178
C -0.08137 1.70776 -0.79134 -0.011

=====

No. 2
72
Properties=species:S:1:pos:R:3:lowdin_charge:R:1 method="wB97M-V/def2-TZVPD" fmax_ha_per_bohr=0.045 total_charge=+1 homo_energy_ev=-11.9
H -4.57955 -1.21634 -0.06607 0.041
H -2.21390 -6.14605 1.88716 0.066
F 0.71128 -2.03452 -0.91619 0.123
H 0.99021 -0.43366 5.19322 0.075
Cl 2.14806 4.26179 4.02383 0.592
F 0.32987 -2.04440 -3.06073 0.137
H 0.60515 4.85503 1.71516 0.043
C 1.40518 5.58736 1.80604 -0.657
C -2.21999 4.37567 -0.54018 -0.582
H -2.96876 4.71852 -2.55019 0.077
H 1.26856 -0.50343 -6.23409 0.091
H 0.63252 -2.06678 5.64042 0.070
H -5.25709 -2.14752 1.23503 0.052
C 6.04719 -1.91328 -0.12100 -0.679
H 5.78625 -1.39734 0.79752 0.069
C 4.89414 -1.92487 -1.08020 -0.669
Hg 0.28653 2.21091 -2.79868 0.989
Cl -3.36389 -4.13023 0.16084 0.580
S -0.14726 0.81507 0.59714 0.549
H 1.02740 6.45434 2.33936 0.075
F 1.48133 1.09492 2.52575 0.149
H 6.39133 -2.91720 0.09637 0.072
Cl 0.21706 1.54208 -5.62803 0.610
C 2.74411 0.70204 -5.14376 -0.571
C -3.93088 -0.56743 1.88895 -0.686
H 3.50275 -0.06139 -5.30732 0.092
H -1.73566 -7.38837 0.68561 0.073
H -2.39012 3.68283 0.28020 0.066
H 4.54735 -0.92318 -1.30248 0.051
Cl 7.41077 -1.01887 -0.83831 0.558
C 2.61322 4.99502 2.47664 -0.684
O -0.94169 1.91468 1.01440 -0.273
O -1.08207 0.32334 -3.07236 -0.502
H 3.16046 1.69905 -5.21223 0.090
F 2.01644 2.29516 0.77177 0.123
Cl 3.56437 -2.83517 -0.31754 0.596
H -3.61271 0.40474 1.52032 0.060
C 1.62125 0.51666 -6.12267 -0.552
Cl -4.53353 -0.42241 3.55360 0.563
H -1.49854 -0.96790 4.99763 0.069
O -0.47595 -0.48882 1.05984 -0.263
Cl -0.51862 4.26621 -1.03465 0.615
C -4.96120 -1.14010 0.94558 -0.687
O -2.28789 -0.39210 -1.05938 -0.258
C -3.18191 4.10251 -1.67509 -0.620
H 1.93317 0.86293 -7.10645 0.093
F -1.15294 -2.82342 -1.67280 0.154
Cl 1.84146 6.15629 0.16396 0.529
Cl -1.43486 -2.72760 3.51066 0.567
H 3.08030 4.23823 1.85162 0.049
H -4.18722 4.42463 -1.40341 0.093
F 2.35324 0.14545 0.80446 0.134
H 3.38729 5.73933 2.65057 0.077
H -1.31597 -5.23241 -0.25829 0.066
C 1.55443 1.11762 1.21320 -0.694
H -3.07435 -1.23714 1.93110 0.009
C -2.43776 -6.59129 0.92389 -0.668
H -0.75947 -0.46456 3.45056 0.038
Cl 2.17521 0.33313 -3.49360 0.654
Cl -6.43009 -0.12887 0.83756 0.541
H -2.41409 5.37955 -0.15964 0.099
C 0.61536 -1.37560 4.79738 -0.628
C -2.34995 -5.56513 -0.17924 -0.645
N 0.05470 0.84664 -1.01895 -0.400
H -2.68334 -5.95917 -1.13479 0.070
C -0.78530 -1.23069 4.22121 -0.648
S -1.04852 -0.24363 -1.71279 0.615
Cl -4.02984 -7.36696 1.01021 0.558
Cl 1.76774 -2.00488 3.58730 0.551
C -0.20004 -1.93063 -1.85642 -0.676
Cl -3.15081 2.38824 -2.12792 0.660
H 5.19004 -2.48659 -1.96061 0.068

=====

No. 3
53
Properties=species:S:1:pos:R:3:nbo_charge:R:1 method="wB97M-V/def2-TZVPD" fmax_ha_per_bohr=0.137 total_charge=+1 homo_energy_ev=-10.8
H -8.25228 1.29552 2.82396 0.223
C -4.96617 0.80581 2.97079 -0.072
O 5.54233 -6.24590 -2.33582 -0.909
C -1.74927 2.24317 1.45298 -0.079
H -0.26883 -6.22254 -3.05854 0.308
Cl 6.09914 -3.41724 -3.76820 -0.224
H -4.26989 0.60026 3.78897 0.181
H -6.58187 0.36741 4.31974 0.204
H -6.49047 -0.75993 2.95328 0.216
H 2.42930 -6.73948 -3.74740 0.299
Cl 1.54645 -1.30731 -1.68906 0.068
H -0.61412 -3.48959 -1.98844 0.312
C 4.38567 1.79314 -2.11691 -0.433
H 0.87362 1.57210 0.97037 0.214
C -0.72610 1.64525 2.39366 -0.429
C -0.82362 0.37108 0.42333 -0.061
C -6.47317 2.55216 2.65305 -0.067
H 4.75374 0.79328 -2.36040 0.211
H 5.75794 1.95169 -0.47926 0.201
H -6.78154 3.06134 3.57265 0.168
H 4.28969 4.49389 -1.27463 0.172
H 4.19460 2.32683 -3.05553 0.207
C 0.16560 0.88395 1.44707 -0.440
N 3.13134 -3.42419 -2.62630 -0.146
O -1.88659 1.33151 0.35423 -0.537
H 0.73601 0.08467 1.92697 0.211
H 6.15203 3.05007 -1.81518 0.226
H 4.74354 3.94155 0.35296 0.191
H -4.55828 0.37763 2.04903 0.166
C 1.75267 -3.09175 -2.29158 0.194
H -0.37550 0.24601 -0.56662 0.162
H -0.19869 2.39850 2.98438 0.227
C -6.35882 0.28382 3.24953 -0.431
C 0.40555 -3.93910 -2.33817 -0.138
C 5.32988 2.59397 -1.25792 -0.432
H -1.25717 -0.58544 0.73394 0.154
H -7.22790 0.96582 1.41345 0.201
N 3.17211 -4.68272 -3.08730 -0.414
C 4.40250 3.61344 -0.63319 -0.069
H -2.72123 2.39404 1.93069 0.213
H -1.40505 3.20200 1.05025 0.169
H 2.22062 1.69868 -1.87356 0.179
H 3.14657 0.93713 -0.56094 0.155
O -5.08309 2.22263 2.78087 -0.543
C 3.13083 1.77043 -1.27185 -0.069
C 0.59291 -5.45126 -2.91000 -0.143
H 5.04623 -6.06310 -1.48115 0.500
C -7.21833 1.24770 2.47307 -0.431
O 3.11637 2.98948 -0.51626 -0.534
H -1.21555 0.94809 3.08412 0.199
H -6.61422 3.23589 1.81144 0.188
C 2.14047 -5.68849 -3.29239 0.031
P 4.86002 -5.18187 -3.56815 1.255

=====

No. 4
64
Properties=species:S:1:pos:R:3:nbo_charge:R:1 method="wB97M-V/def2-TZVPD" fmax_ha_per_bohr=0.045 total_charge=+3 homo_energy_ev=-18.5
H -1.44358 -3.92034 -1.16102 0.238
H -2.82868 1.09619 5.66665 0.233
N -1.48710 -0.17168 4.65777 -0.367
H -3.50923 -2.57979 -0.82439 0.283
N 3.50758 1.51941 -0.52495 -1.077
H -1.71123 -2.94652 -2.59646 0.292
C -1.30993 0.17728 3.39580 0.689
F 4.78906 -1.97068 -1.19924 -0.253
H 1.95906 0.42085 3.42467 0.254
Ta 0.56531 -0.24920 0.83979 1.873
C -2.80603 0.06915 5.29406 -0.219
C -1.49200 -2.89645 -1.52902 -0.575
H 1.75785 -4.67305 0.83693 0.288
H -4.33919 0.54486 2.28101 0.238
H 0.02312 -4.65685 0.59857 0.246
H 1.02866 -4.29279 -1.58397 0.287
S 3.25021 0.10087 -1.17708 2.181
C -3.70939 0.79233 3.13477 -0.220
F 3.68418 4.07599 1.08495 -0.237
H -0.39303 0.10729 6.38622 0.239
H -2.90634 -3.40483 2.21955 0.281
S 0.11670 -2.12621 -1.35652 0.455
H -2.87232 -0.59782 6.15022 0.248
H -0.88819 1.91234 0.14220 0.274
H -0.66382 -4.18617 3.05030 0.284
H 2.17757 -3.14109 -0.95989 0.257
H -0.94483 -2.48519 3.39825 0.251
H -1.94768 0.53877 -0.25947 0.233
C 0.97128 0.38537 3.85068 -0.243
H -3.89057 -1.20043 3.94373 0.210
C -0.92328 0.89373 -0.25182 -1.092
H 1.71478 -0.60631 5.61814 0.273
H -2.04517 1.17440 1.84748 0.431
H -4.88464 0.00908 4.75199 0.279
N -0.04864 0.08606 2.77968 -0.806
H -0.74521 -1.57737 6.02835 0.236
H 0.74996 1.36823 4.27233 0.226
C -1.99490 -3.21191 1.65098 -0.573
O 1.28170 1.99047 0.72670 -0.893
H -1.92265 -3.98846 0.89365 0.243
S -2.14188 -1.61184 0.85322 0.416
O 3.57129 -0.06650 -2.53559 -0.751
S 0.75847 -2.76570 1.83323 0.394
C -0.81282 -3.20724 2.59069 -0.534
H 1.04709 -1.68097 4.39935 0.207
C -0.42980 -0.63342 5.58515 -0.217
H -0.54827 0.94194 -1.27851 0.290
H -2.70358 -1.11667 -1.35421 0.263
O 1.79078 -0.25948 -0.78018 -1.010
C -3.91441 -0.16310 4.29031 -0.430
N -2.30371 0.70362 2.69864 -0.543
F 3.52275 -1.95116 0.53911 -0.302
C 3.66240 2.99860 1.80605 0.879
F 2.95584 3.14096 2.90443 -0.270
C 0.91115 -0.71590 4.89133 -0.421
F 4.84674 2.51570 2.04754 -0.247
H -3.92393 1.81941 3.42962 0.236
C 4.29052 -1.21344 -0.25849 0.807
C 0.91835 -4.04006 0.54732 -0.542
O 2.71638 0.35727 1.57474 -0.948
C 1.15731 -3.49816 -0.84662 -0.556
C -2.54776 -2.06459 -0.83732 -0.548
S 2.73195 1.66735 0.82265 2.122
F 5.21607 -0.60141 0.43091 -0.261

=====

No. 5
53
Properties=species:S:1:pos:R:3:nbo_charge:R:1 method="wB97M-V/def2-TZVPD" fmax_ha_per_bohr=0.016 total_charge=+2 homo_energy_ev="-15.2 / -15.5" multiplicity=5
H -1.75432 3.78475 3.39350 0.230
O -0.42602 1.69280 0.20556 -0.719
H 4.19905 -2.41367 -2.65626 0.251
C -1.86895 -4.04935 0.23462 -0.424
H -0.92766 -3.54151 3.46230 0.220
H -2.93080 4.24486 0.17177 0.229
C -0.35706 -1.35906 2.48906 -0.161
H -2.64553 -3.74879 3.04436 0.231
H 5.69280 1.70331 -1.96224 0.268
C 4.67347 -1.56446 -2.15378 -1.121
C -1.61976 -3.91100 2.71324 -0.424
H 4.37268 -1.57758 -1.10040 0.234
O -0.04862 -0.03444 2.12405 -0.539
C 4.99191 0.10328 -4.66773 -1.140
C 2.32918 0.00496 -3.27175 -0.433
C 1.30170 0.00563 -2.32843 0.118
H -1.96224 0.58607 2.67029 0.217
H 4.70320 1.00327 -5.22091 0.253
H -1.45462 -4.98095 2.60959 0.245
H 0.55603 -1.82050 2.86786 0.245
H -2.87828 -4.39743 0.44370 0.232
N -1.39178 -3.28394 1.39970 -0.329
C 4.61308 1.52859 -1.98857 -1.121
H -1.44668 3.61675 -0.57098 0.242
H -1.35403 4.91511 0.63410 0.232
C -1.88244 4.00833 0.33895 -0.422
H -1.22230 -4.91116 0.07022 0.231
H 2.48662 -0.01492 -5.40619 0.248
C 1.79715 -0.01307 -4.56888 -0.113
H 6.08107 0.12214 -4.55673 0.271
N -1.78980 3.00652 1.41573 -0.332
H -1.10407 -1.39749 3.27814 0.225
Si 4.23007 0.02349 -2.99628 1.637
H 5.75752 -1.71211 -2.19084 0.267
C -0.48891 -0.01131 -3.79141 0.058
S 2.56253 -0.32419 0.59908 0.086
C -1.04906 1.93462 1.28301 0.678
Ir 0.70990 -0.01119 -0.45095 1.265
H -2.91939 2.46509 3.13818 0.218
C -0.80521 -2.12354 1.25644 0.667
H -1.56141 -0.01595 -3.92660 0.236
N 0.00395 0.00488 -2.55521 -0.491
H 4.27390 1.42266 -0.95573 0.233
C -0.96766 0.97914 2.45286 -0.155
H 4.13964 2.41809 -2.41493 0.252
H -3.23848 4.05924 2.47899 0.246
H -1.87381 -3.42368 -0.64806 0.242
H 0.06740 -0.03114 -5.85879 0.257
C -2.45542 3.33867 2.68762 -0.427
C 0.42514 -0.02282 -4.83721 -0.187
H -0.61263 1.51733 3.33204 0.234
H 4.73939 -0.77522 -5.26996 0.252
O -0.60639 -1.62212 0.10537 -0.713

=====

No. 6
50
Properties=species:S:1:pos:R:3:nbo_charge:R:1 method="wB97M-V/def2-TZVPD" fmax_ha_per_bohr=0.101 homo_energy_ev="-7.8 / -8.4"
H -2.35901 0.58199 4.32730 0.234
H -1.39279 1.63992 -2.98687 0.222
H 0.38027 3.87869 -3.73974 0.217
H 0.66056 -3.58834 0.48242 0.209
H 3.80931 2.74240 0.89950 0.235
N 0.16659 0.43758 1.30229 0.002
C -1.08033 -1.70613 2.84393 -0.451
C -0.94223 -2.69403 1.60281 0.289
C 0.67983 2.07295 -2.60080 0.284
H -0.11225 -1.76737 3.38481 0.225
C -2.02782 -2.81348 -0.59769 -0.252
C -1.44100 -4.08975 2.01150 -0.648
N -3.43131 0.39300 1.04885 -0.319
H -0.64169 0.19111 4.56101 0.221
H -2.51452 -4.12284 2.22418 0.220
H 1.16108 -2.99803 2.06933 0.206
H 3.03480 1.07280 -3.08095 0.166
H 2.13425 0.50895 -4.52926 0.171
C 1.56002 2.75576 -1.45963 -0.493
H -2.10906 -3.90547 -0.44246 0.170
H -1.25195 -4.82702 1.22379 0.212
H -1.27031 -2.63904 -1.38184 0.180
H 1.86178 3.03600 -4.19360 0.210
C -1.38134 0.56023 3.84093 -0.649
C -0.79286 2.09346 -2.18690 -0.616
C 2.23018 0.40110 -3.43762 -0.258
C -1.59015 -0.35136 2.69773 0.000
O 0.97730 0.68915 -2.79202 -0.550
H -1.10192 1.60100 3.62334 0.232
N 2.99003 -0.50450 -0.74896 -0.328
H -0.92212 -4.45802 2.90445 0.220
C 0.53428 -2.77178 1.19803 -0.643
C 0.81987 2.88662 -3.88809 -0.648
H 2.55722 1.80735 1.66960 0.235
H 0.28618 2.43534 -4.73462 0.224
C 2.61880 0.62001 -0.63478 0.228
C 2.74100 2.52517 0.85721 -0.651
C -2.59901 0.01890 1.79343 0.237
H -2.99947 -2.43265 -0.94086 0.202
H 0.84377 3.40860 -0.90416 0.236
H -1.13258 3.12304 -2.04574 0.203
C 2.44652 1.99896 -0.50928 0.008
H 2.49394 -0.63300 -3.17640 0.217
H -0.95076 1.53964 -1.25408 0.229
N -0.27805 1.39094 0.89789 0.001
H 2.20330 3.44321 1.09246 0.224
H 0.91033 -1.85378 0.72844 0.241
H 2.26253 3.46354 -1.95127 0.230
O -1.72174 -2.07638 0.58378 -0.561
H -1.80826 -2.12316 3.55330 0.227